The following is a DFT calculation (ωB97M-V with the def2-TZVPD basis set) of the molecule C5H8.

Geometry as XYZ:
```
13
Properties=species:S:1:pos:R:3:forces:R:3
C 1.2576 -0.1873 0.4916 -0.024 -0.091 -0.119
C 0.8853 -0.8434 -0.6037 0.072 0.070 0.120
C -0.5120 -0.4847 -1.0444 -0.040 -0.010 -0.047
C -1.0361 0.4268 0.0945 -0.086 0.020 0.022
C 0.1726 0.7163 1.0222 -0.006 0.034 0.050
H 2.2353 -0.2625 0.9607 -0.149 -0.031 -0.066
H 1.5106 -1.5421 -1.1537 -0.072 0.119 0.087
H -0.4870 0.0325 -2.0130 -0.011 -0.056 0.138
H -1.1466 -1.3685 -1.1842 0.123 0.110 0.013
H -1.4854 1.3451 -0.2955 0.089 -0.134 0.073
H -1.8177 -0.0923 0.6574 0.099 0.069 -0.085
H 0.4857 1.7688 0.9979 -0.056 -0.150 -0.046
H -0.0622 0.4914 2.0702 0.061 0.050 -0.140
```
Positions in Å, forces in eV/Å.

Properties
SMILES ... C1=CCCC1
Net charge ... 0
Calculated total energy ... -5314.15695 eV
HOMO level ... -9.0 eV

=====

The following is a DFT calculation (ωB97M-V with the def2-TZVPD basis set) of the molecule C5H8.

Geometry as XYZ:
```
13
Properties=species:S:1:pos:R:3:forces:R:3
C -0.0937 1.5518 1.6194 -0.003 -0.058 -0.058
C -0.0660 0.6801 0.6460 0.002 -0.055 -0.057
C -0.0368 -0.1930 -0.3291 -0.005 0.159 0.174
C 0.6524 0.1025 -1.6395 0.045 0.040 -0.058
C -0.6900 -1.5485 -0.2042 -0.040 -0.051 0.033
H -0.8967 2.2812 1.7058 0.104 -0.122 -0.044
H 0.6844 1.5784 2.3798 -0.097 -0.030 -0.131
H 1.0951 1.1018 -1.6509 -0.080 -0.156 0.022
H 1.4461 -0.6314 -1.8272 -0.107 0.089 0.032
H -0.0600 0.0272 -2.4705 0.089 0.009 0.117
H -1.1726 -1.6798 0.7676 0.083 0.038 -0.150
H -1.4445 -1.6811 -0.9896 0.098 0.024 0.104
H 0.0540 -2.3443 -0.3342 -0.090 0.113 0.016
```
Positions in Å, forces in eV/Å.

Properties
SMILES ... C=C=C(C)C
Net charge ... 0
Calculated total energy ... -5313.12908 eV
HOMO level ... -9.1 eV

=====

The following is a DFT calculation (ωB97M-V with the def2-TZVPD basis set) of a structure of composition C5H8Br2F6O8S2V.

Geometry as XYZ:
```
32
Properties=species:S:1:pos:R:3:forces:R:3
O -0.5549 2.1315 2.1276 -0.618 0.075 -0.553
V -0.1125 1.0365 0.9944 0.906 0.807 1.690
Br 1.5976 2.8267 -0.4031 -0.339 0.155 -0.452
Br -1.5478 -0.9749 2.2420 -0.459 -0.317 -0.031
C 3.0528 0.2155 4.2776 -1.070 0.306 -2.433
F 4.1140 -0.4486 4.7734 -0.108 1.009 0.562
F 1.9525 -0.4262 4.6909 0.382 0.580 0.666
F 2.9957 1.5480 4.6048 0.444 -1.629 0.940
S 3.0703 0.1575 2.4080 0.232 -0.057 -4.642
O 3.3880 -1.2039 2.0244 0.261 -0.137 1.729
O 1.7379 0.5168 1.9215 0.712 -0.072 1.921
O 4.0761 1.1015 1.9152 -0.222 -0.185 1.843
C -0.0447 -3.0012 -1.3539 0.709 2.530 0.571
F 0.1594 -3.5544 -2.5626 0.369 -1.106 0.573
F -1.2762 -2.4401 -1.4885 0.376 -0.613 0.779
F -0.0001 -3.8648 -0.3071 -0.573 0.222 -1.711
S 1.3098 -1.6105 -1.0338 2.525 1.369 -0.253
O 0.5817 -0.5827 -0.2389 0.654 -2.320 -1.659
O 2.4325 -2.3101 -0.3662 -2.640 0.544 -0.954
O 1.7327 -1.0951 -2.3707 -1.588 -1.191 1.605
C -1.1243 1.0331 -2.5005 -0.677 -0.544 0.809
C -2.3129 1.4474 -1.6659 -1.559 -0.850 0.385
C -3.5333 0.4849 -1.8107 0.310 0.406 -1.931
O -2.0500 1.4311 -0.2910 0.800 0.222 0.573
H -0.9848 -0.0370 -2.3471 0.317 0.025 0.020
H -0.2524 1.5700 -2.1269 0.248 0.049 -0.500
H -1.3874 1.1625 -3.5504 0.337 0.361 -0.114
H -2.6102 2.4760 -1.8704 -0.172 0.206 -0.682
H -3.4211 -0.4981 -1.3533 0.399 0.281 0.325
H -3.5963 0.3164 -2.8858 -0.283 -0.317 -0.381
H -4.5065 0.9083 -1.5623 0.058 0.249 0.494
H -2.8853 1.6837 0.1091 0.269 -0.054 0.812
```
Positions in Å, forces in eV/Å.

Properties
Net charge ... -3
Calculated total energy ... -225443.44717 eV
Expectation value of S² ... 2.024
HOMO level (spin up / spin down) ... 3.2 / 1.0 eV
2S+1 ... 3

=====

The following is a DFT calculation (ωB97M-V with the def2-TZVPD basis set) of a cluster of 2 separate species, C5H8BrCl in total.

Geometry as XYZ:
```
15
Properties=species:S:1:pos:R:3:forces:R:3
C 0.5987 -0.9924 -2.5834 1.594 -2.287 -1.821
C 0.7747 -1.0483 -1.2971 -1.624 4.408 2.262
C -0.0568 0.3825 1.1993 0.637 -4.772 -0.688
C 0.8973 1.8892 -0.5961 -0.776 0.007 -3.058
C 0.0627 0.7618 -0.2244 -1.355 -4.458 -1.664
Cl 1.4993 -2.0867 -0.2082 0.355 -0.640 -0.150
Br -1.7653 0.8505 -1.0494 0.763 0.335 0.222
H 1.0941 -1.8233 -3.2096 -0.980 1.206 0.836
H 0.1021 -0.2188 -3.1584 -0.066 0.092 0.500
H -0.0628 1.2312 1.7563 0.177 2.420 2.073
H 0.8664 -0.2969 1.3946 -1.227 1.451 0.182
H -0.9298 -0.2913 1.5149 1.083 1.150 -0.902
H 0.4063 2.7834 -0.2776 -0.793 0.915 -0.338
H 1.7751 1.9644 -0.0230 1.738 -0.623 0.212
H 0.9758 1.8088 -1.7657 0.471 0.797 2.335
```
Positions in Å, forces in eV/Å.

Properties
Net charge ... 0
Calculated total energy ... -87876.13733 eV
HOMO level ... -8.7 eV

=====

The following is a DFT calculation (ωB97M-V with the def2-TZVPD basis set) of the molecule C5H8BrF.

Geometry as XYZ:
```
15
Properties=species:S:1:pos:R:3:forces:R:3
C -0.2592 1.3799 0.2095 -0.201 1.866 1.656
C -0.3499 -0.0993 0.0266 -1.644 -1.912 -0.470
C 0.6586 -0.9552 0.7130 -0.231 -1.011 2.252
C -0.9048 -0.5905 -1.2712 -1.240 -0.985 0.909
C -1.9170 -0.7133 -0.1589 3.233 -0.700 -0.297
F -2.2067 -2.0553 0.1334 0.596 1.197 0.231
Br -3.4105 0.3286 0.1266 -0.653 0.619 -0.010
H 0.7115 1.8149 0.6197 -0.923 -1.135 -0.619
H -1.0426 1.8310 0.9187 0.889 -0.921 -0.925
H -0.4308 1.8442 -0.7399 -0.084 0.578 -0.531
H 0.7510 -0.3786 1.7166 0.650 -1.618 -1.306
H 1.6408 -1.1743 0.1963 -1.021 0.922 0.456
H 0.2215 -2.0024 0.8968 0.567 1.539 0.000
H -1.0710 0.1059 -2.0056 -0.496 1.783 -1.683
H -0.6922 -1.5518 -1.7160 0.558 -0.224 0.339
```
Positions in Å, forces in eV/Å.

Properties
SMILES ... CC1(C)C[C@]1(F)Br
Net charge ... 0
Calculated total energy ... -78072.72416 eV
HOMO level ... -9.1 eV

=====

The following is a DFT calculation (ωB97M-V with the def2-TZVPD basis set) of a cluster of 2 separate species, C5H8BrN in total.

Geometry as XYZ:
```
15
Properties=species:S:1:pos:R:3:forces:R:3
C 1.5353 1.1954 -0.6188 1.093 -0.881 -0.958
C -0.6282 -1.8165 -0.0455 -0.242 -3.360 -2.645
C 0.4865 1.7363 -0.1171 1.223 0.790 0.287
C -0.4628 2.5202 0.1971 -1.292 1.815 -0.507
C -0.9218 -0.6440 0.4929 1.456 1.511 1.719
N 0.5076 -2.4887 0.1234 1.397 -2.364 1.135
Br -2.7092 0.2693 0.1160 -2.855 0.435 -0.409
H 1.2404 0.6044 -1.4805 0.811 -0.232 -0.292
H 2.5932 1.3792 -0.3602 -0.867 -0.408 0.130
H -1.2852 -2.3641 -0.7886 0.420 1.057 0.556
H -0.5107 3.4874 -0.3462 -0.066 -0.668 0.478
H 1.0941 -2.3037 0.9276 0.017 0.773 -0.112
H -1.3187 2.1955 0.7338 -0.346 0.152 0.797
H -0.2868 -0.2736 1.2893 0.096 0.110 0.105
H 0.6664 -3.4972 -0.1233 -0.844 1.271 -0.285
```
Positions in Å, forces in eV/Å.

Properties
Net charge ... 0
Calculated total energy ... -76840.14657 eV
Expectation value of S² ... 2.009
HOMO level (spin up / spin down) ... -4.7 / -9.0 eV
2S+1 ... 3

=====

The following is a DFT calculation (ωB97M-V with the def2-TZVPD basis set) of a cluster of 2 separate species, C5H8BrOS in total.

Geometry as XYZ:
```
16
Properties=species:S:1:pos:R:3:forces:R:3
C 2.4048 0.2164 -0.9048 1.866 0.476 5.164
C -0.6541 1.5802 0.1122 0.213 -0.812 1.110
C -0.7628 -1.4909 -0.6680 0.038 5.002 1.243
C -0.5014 0.4218 1.1353 -0.417 -1.904 -1.367
C 0.0922 -0.7591 0.3354 2.969 0.533 0.954
O 3.1055 0.4823 0.0383 -1.923 -0.626 -2.572
S 1.9401 0.0330 -2.3635 -0.587 -0.158 -2.393
Br 0.6362 -2.1327 1.7346 -0.065 -0.021 0.114
H -1.1358 1.4432 -0.8145 -0.893 -1.146 -1.055
H 0.2627 2.0483 -0.2012 0.794 -0.013 0.505
H -1.2459 2.2635 0.6170 -1.139 2.079 0.866
H -1.7567 -1.4184 -0.2502 -1.192 -0.124 -0.768
H -0.5087 -0.9750 -1.6073 -1.025 -0.069 -0.151
H -0.4681 -2.4331 -0.7576 1.194 -4.064 -0.312
H -1.4234 -0.1096 1.5556 -0.053 1.598 -0.375
H 0.0156 0.8301 2.0386 0.219 -0.749 -0.961
```
Positions in Å, forces in eV/Å.

Properties
Net charge ... -1
Calculated total energy ... -88238.73138 eV
HOMO level (spin up / spin down) ... -2.0 / -2.0 eV

=====

The following is a DFT calculation (ωB97M-V with the def2-TZVPD basis set) of a structure of composition C5H8BrP.

Geometry as XYZ:
```
15
Properties=species:S:1:pos:R:3:forces:R:3
C 0.6662 0.9868 -0.3802 -0.774 -1.478 0.845
C -0.5727 1.3069 -0.6842 -1.141 0.342 -1.569
C 0.8878 -0.4441 -0.0256 -0.456 0.039 1.745
C -1.5210 0.1235 -0.7119 -1.784 -1.959 -3.818
C 0.8399 -0.5322 1.5452 1.866 -1.333 0.329
P -0.4203 -1.4224 -0.8186 -0.422 0.362 -1.074
Br -2.6519 -0.2108 0.8385 -0.243 0.567 0.267
H 1.3792 1.6723 -0.0567 1.385 1.360 -0.248
H -0.7660 2.2903 -1.1368 -0.611 -0.317 0.871
H 1.7946 -0.7878 -0.3897 2.055 -0.627 -0.568
H -2.3281 -0.0974 -1.6819 2.365 1.468 2.730
H 1.0634 -1.6145 2.0042 -1.021 2.231 -1.222
H -0.1440 -0.1030 1.7868 0.676 -0.376 0.778
H 1.7294 0.0639 1.9467 -1.476 -0.352 -0.379
H 0.0435 -1.2315 -2.2358 -0.419 0.075 1.313
```
Positions in Å, forces in eV/Å.

Properties
Net charge ... 0
Calculated total energy ... -84643.78553 eV
HOMO level ... -9.3 eV